Entry from OMol25: a molecular structure, C7H17BaF3NO14S3 at a distorted geometry (ωB97M-V/def2-TZVPD).

Results
net charge	-3
F_max	2.69	eV/Å
electronic energy	-79042.734	eV
energy above the lowest of the compared OMol25 structures with the same formula, charge and spin	0.0	kJ/mol

XYZ file:
```
46
C7H17BaF3NO14S3 ωB97M-V/def2-TZVPD
Ba -0.7829 -0.3249 -0.2882
S -2.1706 1.4735 2.8265
S -0.5863 -3.3921 1.2775
S -4.0657 -0.2495 -0.8307
F -0.5841 3.1629 4.3314
F -2.6160 3.8634 4.0495
F -1.2140 3.9592 2.4004
O -0.0729 -2.0886 1.7871
O -1.6391 -3.8479 2.2046
O -4.8643 0.4313 0.1847
O -1.1706 -3.1018 -0.0388
O -4.9407 -0.6267 -1.9685
O -1.8836 0.5417 3.8952
O -3.4082 -1.4417 -0.2399
O -0.3824 -1.3715 -3.1273
O 0.5521 -4.3160 1.1921
O -0.6634 1.6186 -2.3338
O -1.2879 1.2222 1.6755
O -2.8975 0.5545 -1.3400
O -3.5765 1.6390 2.5803
O 1.5687 0.9759 0.7163
N 1.7622 -1.5149 -0.6438
C 4.0213 -1.7889 0.3251
C -1.6005 3.2115 3.4569
C -0.8939 -0.3165 -3.9253
C -0.3390 1.0828 -3.5868
C 1.7134 2.0321 1.6242
C 2.6640 -1.0732 0.4279
C 2.8479 0.3922 0.3251
H 2.9578 0.8038 -0.6884
H 2.2677 1.7788 2.5391
H 4.0000 -2.8087 -0.0470
H -1.9873 -0.3911 -3.9404
H 4.7521 -1.2557 -0.3117
H -1.5864 1.9279 -2.3762
H -0.7449 -2.1959 -3.4618
H 4.5434 -1.6860 1.2880
H 2.2181 -1.4033 1.3700
H 3.6663 0.8618 0.8792
H 2.3565 2.8168 1.1714
H 2.1102 -1.3373 -1.5845
H 1.6569 -2.5281 -0.5778
H 0.7469 2.4676 1.8484
H -0.6160 -0.4282 -4.9912
H -0.5746 1.7548 -4.4199
H 0.7444 0.9162 -3.6544
```